(1)
Entry from OMol25: one molecule with the formula C22H23N3O5S (ωB97M-V with the def2-TZVPD basis set).

Summary:
* 2S+1: 1
* charge: 0
* structure (SMILES): CCOC(=O)c1cccc(NC(=O)CSc2nc3ccccc3c(=O)n2CCOC)c1
* highest occupied orbital energy: -8.2 eV
* gap between HOMO and LUMO: 8.56 eV

```
54
Properties=species:S:1:pos:R:3:forces:R:3:lowdin_charge:R:1
C 6.514 -1.555 0.114 -0.378 0.271 0.070 -0.062
C 5.738 -0.254 0.045 0.435 0.175 -0.184 -0.224
H 5.624 0.089 -0.990 0.025 0.003 0.159 0.124
H 6.239 0.542 0.609 -0.087 -0.089 -0.130 0.129
O 4.443 -0.471 0.603 -0.086 -0.298 0.125 -0.017
C 3.627 0.592 0.628 0.122 0.242 -0.113 -0.463
O 3.952 1.677 0.212 -0.036 -0.035 0.001 0.118
C 2.295 0.267 1.193 -0.360 -0.187 0.209 -0.117
C 1.306 1.243 1.132 0.206 0.033 0.015 0.051
C 0.022 0.949 1.569 0.330 -0.151 0.038 -0.207
C -0.248 -0.304 2.118 0.058 0.125 0.011 -0.009
C 0.750 -1.257 2.205 -0.068 0.029 0.022 -0.057
C 2.020 -0.987 1.731 0.155 0.098 -0.077 -0.016
H 2.795 -1.734 1.769 0.049 -0.073 0.002 0.115
H 0.523 -2.224 2.625 -0.019 -0.102 0.043 0.105
H -1.249 -0.547 2.446 -0.106 -0.014 0.009 0.101
N -1.051 1.834 1.401 -0.206 0.019 0.569 0.112
C -1.114 2.819 0.451 -0.437 0.314 0.250 -0.556
O -0.183 3.481 0.071 0.267 0.163 -0.040 0.084
C -2.532 3.117 -0.042 -0.045 -0.231 -0.390 -0.332
H -3.079 3.718 0.686 -0.020 -0.011 -0.003 0.088
H -2.457 3.661 -0.983 0.132 -0.007 0.175 0.090
S -3.545 1.626 -0.292 -0.414 0.129 0.177 1.023
C -2.301 0.544 -0.923 0.397 0.718 -0.259 -0.551
N -1.216 1.110 -1.298 -0.531 0.133 -0.217 0.112
C -0.144 0.334 -1.637 0.152 -0.777 -0.110 -0.198
C 1.059 0.945 -2.002 0.042 -0.132 -0.112 0.000
C 2.156 0.162 -2.279 -0.105 0.142 -0.068 -0.064
C 2.079 -1.229 -2.197 -0.019 -0.194 -0.001 -0.066
C 0.894 -1.841 -1.857 -0.057 -0.041 -0.002 -0.001
C -0.235 -1.067 -1.581 0.365 0.416 -0.111 -0.062
C -1.507 -1.692 -1.256 -0.091 -0.055 -0.013 -0.342
O -1.725 -2.887 -1.273 0.114 -0.122 -0.054 0.066
N -2.537 -0.795 -0.917 0.191 -0.198 -0.057 0.029
C -3.824 -1.354 -0.554 -0.269 -0.325 0.478 -0.125
H -4.619 -0.769 -1.022 0.004 -0.099 -0.038 0.116
H -3.833 -2.372 -0.952 -0.072 0.243 -0.013 0.127
C -4.073 -1.384 0.969 -0.145 0.137 -0.123 -0.220
O -3.023 -1.912 1.730 0.061 0.134 -0.051 -0.205
C -2.866 -3.314 1.643 0.051 -0.170 -0.071 -0.082
H -3.813 -3.824 1.852 0.000 -0.005 0.054 0.092
H -2.494 -3.621 0.662 -0.054 0.007 0.099 0.072
H -2.135 -3.582 2.404 -0.025 -0.094 0.004 0.090
H -4.214 -0.366 1.340 -0.067 -0.188 -0.048 0.081
H -5.002 -1.949 1.139 0.031 0.053 -0.010 0.128
H 0.807 -2.915 -1.799 0.015 -0.094 -0.005 0.120
H 2.953 -1.827 -2.406 0.074 -0.060 -0.012 0.105
H 3.087 0.633 -2.554 0.101 0.056 -0.002 0.111
H 1.103 2.021 -2.035 0.005 0.151 0.030 0.123
H -1.939 1.443 1.697 0.151 0.125 -0.209 0.115
H 1.541 2.207 0.710 -0.005 0.021 0.004 0.117
H 5.992 -2.332 -0.439 0.003 -0.115 -0.067 0.075
H 6.616 -1.876 1.147 0.061 -0.067 0.088 0.077
H 7.502 -1.415 -0.314 0.104 -0.003 -0.040 0.077
```
Forces are in eV/Å.

(2)
Entry from OMol25: one molecule with the formula C22H23N3O5S at a distorted geometry (ωB97M-V with the def2-TZVPD basis set).

Summary:
* 2S+1: 1
* charge: 0
* structure (SMILES): C[C@@H]1C[C@H](C)CN(S(=O)(=O)c2cccc(C(=O)N3C(=O)c4cccc(N)c4C3=O)c2)C1
* highest occupied orbital energy: -8.8 eV
* gap between HOMO and LUMO: 8.21 eV

```
54
Properties=species:S:1:pos:R:3:forces:R:3:lowdin_charge:R:1
C -2.825 -2.249 4.380 0.251 0.150 -0.143 -0.065
H -3.564 -1.565 4.788 -0.107 0.030 0.049 0.079
H -2.673 -3.057 5.092 -0.017 -0.116 0.104 0.081
C -1.514 -1.516 4.116 0.003 -0.257 0.192 -0.353
C -0.951 -0.896 5.397 0.064 0.262 -0.459 -0.146
C 0.384 -0.198 5.126 0.041 -0.246 0.250 -0.356
C 0.976 0.390 6.402 -0.062 -0.070 -0.312 -0.066
H 1.158 -0.394 7.134 0.030 -0.082 0.129 0.081
H 0.293 1.116 6.837 -0.040 0.072 0.082 0.078
H 1.920 0.886 6.191 0.129 0.089 0.051 0.078
C 1.350 -1.206 4.498 0.390 0.451 0.191 -0.169
N 0.757 -1.745 3.296 0.646 -0.386 -0.756 -0.249
S 1.762 -2.437 2.164 -0.239 0.106 -0.037 0.678
O 3.005 -1.725 2.183 -0.045 0.266 0.066 -0.275
O 1.800 -3.870 2.273 -0.259 0.099 -0.070 -0.283
C 0.860 -2.016 0.669 0.193 -0.192 0.477 -0.253
C 0.344 -0.744 0.548 -0.197 0.303 -0.264 0.020
C -0.359 -0.398 -0.602 0.078 -0.455 0.341 -0.127
C -0.546 -1.345 -1.607 0.021 0.059 0.177 -0.013
C -0.024 -2.619 -1.468 -0.002 0.033 -0.004 -0.042
C 0.687 -2.958 -0.326 0.068 -0.129 0.058 -0.035
H 1.101 -3.944 -0.184 -0.001 -0.143 -0.046 0.116
H -0.172 -3.349 -2.249 -0.017 -0.068 -0.039 0.111
H -1.116 -1.089 -2.489 -0.015 0.031 -0.083 0.125
C -0.965 0.954 -0.680 0.094 -0.083 0.142 -0.334
O -1.468 1.515 0.254 0.048 -0.010 -0.011 0.164
N -0.909 1.546 -1.961 -0.075 -0.076 0.199 0.137
C -1.871 2.472 -2.444 -0.388 0.012 0.228 -0.318
O -2.910 2.727 -1.909 0.073 0.061 -0.125 0.167
C -1.330 2.956 -3.732 0.522 0.141 -0.675 -0.079
C -1.844 3.862 -4.630 -0.097 -0.117 0.270 -0.005
C -1.082 4.128 -5.773 -0.020 -0.061 0.133 -0.058
C 0.129 3.515 -6.001 0.142 -0.111 0.062 -0.011
C 0.668 2.580 -5.091 -0.525 0.122 0.210 -0.246
N 1.837 1.945 -5.297 0.402 -0.231 -0.042 0.155
H 2.430 2.193 -6.068 -0.018 -0.018 0.063 0.109
H 2.187 1.341 -4.570 0.073 0.005 -0.056 0.095
C -0.104 2.320 -3.954 -0.314 0.439 -0.359 -0.034
C 0.188 1.430 -2.841 0.221 -0.063 0.012 -0.329
O 1.167 0.745 -2.656 0.045 0.150 -0.151 0.130
H 0.691 3.748 -6.894 0.043 0.033 -0.108 0.111
H -1.453 4.838 -6.497 -0.009 0.054 -0.076 0.109
H -2.788 4.350 -4.455 -0.109 0.050 0.029 0.119
H 0.489 -0.027 1.340 -0.071 0.136 0.068 0.131
C -0.470 -2.469 3.528 -0.616 -0.066 -0.093 -0.178
H -0.802 -2.868 2.567 -0.189 -0.080 0.096 0.126
H -0.300 -3.315 4.210 -0.032 0.002 -0.046 0.140
H 2.288 -0.734 4.204 -0.003 0.039 0.208 0.121
H 1.572 -2.007 5.220 0.002 0.045 0.014 0.142
H 0.216 0.606 4.403 0.020 -0.019 -0.041 0.146
H -1.666 -0.178 5.804 -0.045 -0.007 0.084 0.124
H -0.802 -1.681 6.143 -0.005 -0.076 0.115 0.128
H -1.688 -0.718 3.388 0.029 0.003 -0.023 0.146
H -3.218 -2.671 3.459 -0.116 -0.082 -0.080 0.078
```
Forces are in eV/Å.

(3)
Entry from OMol25: C22H23N4O4PtS2 as an isolated structure (ωB97M-V with the def2-TZVPD basis set).

Summary:
* 2S+1: 1
* charge: -1
* highest occupied orbital energy: -3.3 eV
* gap between HOMO and LUMO: 5.30 eV

```
56
Properties=species:S:1:pos:R:3:forces:R:3:lowdin_charge:R:1
Pt 2.758 1.398 0.121 0.219 -0.083 -0.140 0.629
C -4.578 -3.163 0.837 -0.078 -0.051 -0.014 -0.095
O -4.263 -1.787 0.829 0.174 0.082 -0.117 -0.117
C -3.949 -1.225 -0.385 -0.080 -0.026 0.025 -0.293
C -4.196 -1.822 -1.613 0.023 -0.024 0.083 -0.023
C -3.850 -1.148 -2.777 0.085 -0.066 -0.032 -0.036
C -3.229 0.092 -2.749 0.247 -0.217 0.011 -0.300
C -2.990 0.681 -1.500 -0.125 0.135 -0.096 -0.010
C -3.359 0.037 -0.339 -0.087 -0.045 0.065 -0.005
N -3.051 0.722 -4.018 -0.393 0.593 0.231 0.037
N -2.229 1.651 -4.220 0.235 -0.638 -0.395 0.049
C -1.098 1.872 -3.436 0.050 0.309 0.195 -0.281
C -0.691 3.202 -3.350 -0.137 -0.001 0.049 -0.035
C 0.310 3.643 -2.507 0.074 -0.066 0.074 -0.011
C 1.023 2.724 -1.713 0.024 -0.049 0.041 -0.363
O 1.930 3.054 -0.883 -0.097 -0.017 -0.058 -0.199
C 0.724 1.315 -1.929 0.112 0.199 0.098 -0.135
N 1.546 0.451 -1.268 -0.087 -0.001 -0.031 -0.077
C 1.445 -0.841 -1.498 0.036 0.038 0.043 -0.159
C 0.505 -1.353 -2.399 -0.025 -0.044 -0.031 -0.039
C -0.370 -0.511 -3.028 0.025 0.063 0.049 -0.007
C -0.298 0.882 -2.789 0.020 -0.201 -0.124 -0.115
H -4.584 -3.472 1.880 -0.011 0.018 -0.025 0.092
H -3.830 -3.743 0.288 -0.006 -0.003 0.021 0.094
H -5.565 -3.349 0.401 0.023 -0.007 -0.005 0.091
H -4.669 -2.792 -1.679 -0.005 -0.007 0.001 0.100
H -4.056 -1.591 -3.743 -0.047 0.002 -0.022 0.110
H -2.532 1.656 -1.433 0.020 0.035 0.005 0.121
H -3.199 0.505 0.624 0.024 0.007 0.022 0.127
H -1.254 3.913 -3.943 0.002 0.030 -0.002 0.109
H 0.568 4.690 -2.431 -0.008 0.018 -0.012 0.109
H 2.131 -1.480 -0.955 0.007 -0.025 0.007 0.069
H 0.485 -2.418 -2.592 -0.012 -0.012 0.012 0.104
H -1.092 -0.904 -3.727 -0.038 -0.010 -0.038 0.108
C 5.157 -0.975 3.280 0.011 0.016 -0.001 -0.156
C 4.554 0.107 2.421 -0.018 0.050 -0.004 -0.780
S 3.535 -0.474 1.106 0.000 0.122 -0.007 0.502
C 4.744 1.417 2.605 -0.032 -0.050 -0.050 -0.807
C 5.598 1.989 3.701 -0.018 -0.001 -0.014 -0.145
S 3.983 2.621 1.574 -0.005 -0.117 -0.033 0.492
H 4.838 -1.956 2.927 -0.001 -0.026 -0.007 0.041
H 4.844 -0.883 4.323 -0.006 -0.006 0.029 0.072
H 6.249 -0.956 3.255 0.028 -0.004 0.001 0.069
H 6.116 1.212 4.261 0.017 -0.028 0.017 0.056
H 4.990 2.568 4.401 -0.023 0.015 0.027 0.069
H 6.345 2.670 3.288 0.030 0.016 -0.010 0.062
N -1.165 -1.860 1.821 -0.086 -0.054 -0.086 0.026
C -0.223 -0.781 1.516 0.003 -0.060 -0.030 -0.172
C -0.102 0.212 2.660 0.217 -0.108 -0.059 -0.539
O -0.756 -0.155 3.780 -0.012 0.043 0.025 0.085
O 0.562 1.200 2.575 -0.336 0.221 0.258 0.089
H -0.837 -2.742 1.453 0.018 0.010 0.041 0.079
H -2.079 -1.685 1.416 0.035 0.002 0.048 0.046
H -1.161 -1.020 3.560 0.008 -0.008 -0.006 0.078
H -0.470 -0.222 0.610 0.027 -0.002 0.015 0.108
H 0.789 -1.175 1.390 -0.020 0.032 -0.044 0.078
```
Forces are in eV/Å.

Which value of gap between HOMO and LUMO does entry 3 give? 5.30 eV

Number 1 is which compound? C22H23N3O5S

The lowest gap between HOMO and LUMO belongs to which entry? C22H23N4O4PtS2